Entry w
ORCA calculation (ωB97M-V with the def2-TZVPD basis set) on C31H41LuN9O as an isolated structure.

Summary:
**HOMO**: -14.11 eV
**Orbital gap**: 6.15 eV

The geometry in ORCA input format:
```
! wB97M-V def2-TZVPD RIJCOSX def2/J DEFGRID3
* xyz 3 1
H -5.82 9.84 8.28
H -10.17 9.26 12.20
H -8.42 10.28 16.78
C -11.18 8.89 12.08
H -6.67 17.15 11.78
H -9.88 9.45 16.28
H -4.75 9.98 15.92
H -12.33 12.30 9.06
C -3.71 12.72 16.72
H -12.81 13.52 18.50
N -10.70 11.93 17.25
C -7.56 10.86 9.04
C -5.89 13.03 15.63
H -11.27 18.88 10.82
C -11.97 13.59 11.45
C -11.28 14.66 15.04
H -12.75 16.21 15.08
H -11.49 8.33 12.98
N -6.82 12.24 14.93
H -4.66 16.00 16.73
N -12.07 10.03 11.90
C -8.70 14.41 12.91
C -9.21 10.28 16.01
C -8.61 15.52 12.38
C -3.70 14.06 16.95
C -10.22 18.52 11.03
N -9.99 12.52 15.24
Lu -8.67 12.21 13.50
H -12.21 13.76 12.49
H -10.69 11.43 18.14
N -12.14 12.20 11.14
H -11.01 14.00 11.15
H -7.66 9.74 10.87
H -10.86 16.52 11.68
H -12.82 10.76 9.78
C -10.81 13.54 15.68
C -12.38 13.83 17.54
H -6.94 12.58 11.20
H -10.78 15.15 14.18
H -7.14 9.00 15.56
C -7.62 17.53 11.49
C -13.05 14.78 16.70
N -8.66 10.13 14.61
C -8.76 16.77 11.79
H -14.12 10.63 11.80
C -9.97 11.57 16.17
C -4.79 14.89 16.56
H -7.01 10.11 7.13
C -9.10 19.29 10.70
H -7.22 8.86 8.18
C -5.93 14.41 15.93
O -10.43 11.44 12.47
C -11.57 11.27 11.91
C -6.39 10.98 15.02
H -6.81 14.98 15.64
H -6.83 9.31 13.79
H -13.81 9.18 12.74
C -4.84 12.17 16.07
H -6.99 19.38 10.73
H -9.23 9.41 14.12
C -7.83 18.76 10.91
C -7.23 9.74 14.69
H -13.68 9.10 10.96
H -2.90 14.54 17.58
H -6.13 10.42 10.59
C -13.53 9.74 11.80
H -12.69 14.07 10.81
H -7.20 11.79 8.66
H -8.69 10.80 8.80
H -8.44 12.23 10.70
C -7.21 10.64 10.48
C -11.29 13.17 16.95
H -2.86 12.07 17.01
H -9.24 20.28 10.34
H -14.00 15.21 16.99
N -5.25 10.88 15.75
N -7.67 11.84 11.26
N -6.86 9.84 8.11
H -11.15 8.28 11.21
C -12.84 11.83 9.90
C -10.04 17.24 11.53
C -12.42 15.27 15.58
H -13.85 12.17 9.89
*
```

=====

Entry x
ORCA calculation (ωB97M-V with the def2-TZVPD basis set) on C31H41LuN9O as an isolated structure.

Summary:
**HOMO**: -14.79 eV
**Orbital gap**: 6.90 eV

The geometry in ORCA input format:
```
! wB97M-V def2-TZVPD RIJCOSX def2/J DEFGRID3
* xyz 3 1
H 0.41 -1.73 3.01
N 0.15 -1.58 -0.88
H -2.04 5.45 0.38
H 2.45 6.78 2.28
H -1.74 2.57 -5.54
C -0.16 -3.94 -1.55
H -0.01 -3.74 4.62
H -4.13 1.70 1.43
C 4.42 -3.98 2.77
H -4.61 0.35 0.31
H 5.95 -2.60 3.40
C 1.85 3.50 1.65
H -1.83 -0.15 -5.49
C -0.83 -3.09 4.27
H 2.54 0.91 -1.77
H 4.70 -0.56 2.88
H 3.14 2.40 -2.61
H 2.28 2.49 1.73
H 1.45 1.22 -5.54
N -0.67 1.17 -4.39
C -3.08 -0.18 1.64
C -3.02 -1.71 3.24
C -2.73 2.79 -0.30
C 1.49 0.31 1.24
H -2.79 3.16 -1.34
C 0.54 3.63 1.20
Lu -0.51 0.55 0.12
H -0.11 -3.81 -2.64
H 2.64 2.50 -5.02
N -1.79 -0.45 1.77
C 2.25 1.87 -2.26
C 2.31 -0.42 1.79
C -2.18 -3.43 4.62
H 2.95 0.75 -4.67
H 3.60 4.60 2.31
C 0.60 6.07 1.40
O -0.25 0.96 -2.11
C -3.28 -2.71 4.15
N -3.85 -0.87 2.50
H -0.53 1.67 -6.42
H -1.17 -2.88 0.16
H -3.05 0.94 -1.14
H 2.64 -4.99 1.99
N 1.43 1.67 -3.46
H -0.98 -5.44 -0.21
C -0.72 2.16 -5.47
C -1.49 3.35 0.34
C 2.14 1.53 -4.74
H 0.99 -1.76 -0.30
C 4.96 -2.71 2.98
C 1.90 5.92 1.89
H -2.73 0.59 -4.15
H -4.27 -2.98 4.46
C -0.79 -2.71 -0.90
C -0.57 -2.03 3.39
C -3.76 0.87 0.78
C 3.13 -4.03 2.24
C 4.30 -1.56 2.66
H -4.87 -0.88 2.53
H 0.46 -1.38 -1.84
H -0.02 3.02 -5.29
C -0.07 4.90 1.04
N -2.78 1.32 -0.21
C -1.68 -1.38 2.82
H -1.48 -0.63 -3.76
C 2.43 -2.88 1.91
N -0.39 2.67 0.69
C 3.01 -1.62 2.11
N -1.33 4.71 0.51
C -1.76 0.18 -4.45
H 0.84 -4.09 -1.13
H -3.54 3.23 0.25
N -0.91 -5.24 -1.23
H -1.65 -2.43 -1.52
H 1.68 2.46 -1.55
H 1.40 -2.95 1.61
H -1.88 -5.15 -1.64
H 4.98 -4.93 2.95
H -0.50 -6.03 -1.77
H 0.08 7.04 1.30
C 0.14 1.29 -3.27
C 2.55 4.68 1.97
H -2.25 -4.32 5.29
*
```

=====

Among the structures shown above, entry x is the most stable, with the second-best lying 17.4 kcal/mol higher.